*w*
21
Properties=species:S:1:pos:R:3 method="wB97M-V/def2-TZVPD" gap_ev=11.80 homo_ev=-14.59 charge=+1
O 2.7847 -0.3660 -2.1145
H -0.2185 2.6382 -2.2222
H -0.7178 -1.2981 2.0102
H 1.2988 -0.4695 -0.0733
C 0.5308 0.9733 -1.1988
H -2.7944 -2.5225 1.9829
H -2.0965 0.5294 -0.4008
O 0.2409 -1.2926 2.1920
C 0.4048 2.2652 -1.4220
H 3.5253 -0.9083 -2.3212
H 0.2621 0.2017 -1.9001
N 1.0901 0.5121 0.0842
H -3.3651 -2.0708 0.6527
H 2.7794 0.3361 -2.7778
H 0.1573 -0.9777 3.1117
H 0.7552 3.0307 -0.7422
O -2.8798 -1.7495 1.4138
H -2.2883 -0.1948 0.8759
O -1.7406 0.5158 0.5009
H 0.2424 0.4190 0.6686
H 1.7848 1.1336 0.4766

*x*
21
Properties=species:S:1:pos:R:3 method="wB97M-V/def2-TZVPD" gap_ev=11.51 homo_ev=-14.63 charge=+1
H 1.6761 0.0605 1.9123
C 0.3368 -1.3797 1.5351
H -1.9762 -0.7073 -0.7796
O -0.5106 2.1463 -1.6986
H -1.0216 0.5570 -0.5086
H 0.1832 2.7878 -1.3566
H 0.7649 -2.2939 1.0452
O 1.1745 -0.3048 1.0566
H -1.3458 -0.0949 1.6624
H 0.6222 -1.1101 -2.9901
H -0.0723 1.6715 -2.4770
O 0.9071 -1.6502 -2.1650
H 0.7006 3.2693 0.9593
H 0.5386 1.9546 1.5962
H 1.8618 -1.8116 -2.3642
C -1.0980 -1.0212 1.0930
O 0.1814 2.4437 0.8731
H -0.3172 -0.8109 -0.9181
N -1.0892 -0.5211 -0.3692
H 0.3665 -1.3548 2.6084
H -1.8829 -1.8300 1.2858

*y*
21
Properties=species:S:1:pos:R:3 method="wB97M-V/def2-TZVPD" gap_ev=10.94 homo_ev=-13.97 charge=+1
H -1.4402 1.8088 1.7198
O 1.9482 1.1616 -1.7180
H -1.2126 -1.5399 -1.9044
H -2.6799 0.1390 -0.6517
O 1.2424 -3.6251 0.0676
H 0.9777 0.8704 3.0978
C -1.6834 1.2071 0.8008
N -0.4807 1.3574 -0.0985
C -2.7099 0.5126 0.3743
H -3.4689 0.1738 1.0559
H 1.1340 -2.9312 -0.5880
O 1.2856 1.2085 2.2651
H 0.4582 1.4625 0.4084
H 2.2213 0.9982 2.1026
H 2.6905 1.7840 -1.7067
H -0.3767 0.4071 -0.5049
H 2.0409 -3.5132 0.5746
H 2.1736 0.5648 -2.4298
H -0.3327 2.0855 -0.8387
H -1.1679 -2.4677 -0.9188
O -0.6195 -1.6643 -1.1073

Last place for stability: *y*